{"formula": "C24H24BrN3O2S", "method": "ωB97M-V/def2-TZVPD", "e_lumo_ev": 0.629, "total_energy_ev": -114720.68631, "relative_energy_kj_mol": 3.78, "e_homo_ev": -7.41, "smiles": "COc1ccc(N2CCN(C(=O)c3cccnc3SCc3cccc(Br)c3)CC2)cc1", "species": ["C", "O", "C", "C", "C", "C", "N", "C", "C", "N", "C", "O", "C", "C", "C", "C", "N", "C", "S", "C", "C", "C", "C", "C", "C", "Br", "C", "C", "C", "C", "C", "H", "H", "H", "H", "H", "H", "H", "H", "H", "H", "H", "H", "H", "H", "H", "H", "H", "H", "H", "H", "H", "H", "H", "H"], "positions_angstrom": [[-4.46, -2.98, 2.57], [-3.27, -3.32, 1.90], [-3.14, -2.93, 0.59], [-4.06, -2.18, -0.12], [-3.81, -1.82, -1.43], [-2.62, -2.17, -2.07], [-2.41, -1.80, -3.39], [-2.91, -0.51, -3.84], [-1.83, 0.27, -4.60], [-0.56, 0.10, -3.93], [0.00, 1.15, -3.28], [-0.43, 2.28, -3.36], [1.20, 0.82, -2.44], [2.50, 1.04, -2.87], [3.55, 0.77, -2.00], [3.25, 0.30, -0.74], [2.02, 0.10, -0.31], [1.02, 0.37, -1.13], [-0.62, 0.11, -0.54], [-0.30, -0.50, 1.15], [0.10, 0.63, 2.05], [-0.80, 1.63, 2.37], [-0.42, 2.69, 3.17], [0.87, 2.77, 3.66], [1.76, 1.77, 3.33], [3.55, 1.86, 3.99], [1.40, 0.70, 2.54], [-0.06, -1.26, -3.88], [-1.24, -2.22, -4.12], [-1.70, -2.95, -1.35], [-1.96, -3.32, -0.05], [-4.59, -1.90, 2.65], [-4.36, -3.40, 3.58], [-5.33, -3.42, 2.09], [-5.00, -1.87, 0.32], [-4.56, -1.27, -1.97], [-3.79, -0.64, -4.50], [-3.21, 0.08, -2.97], [-2.06, 1.34, -4.60], [-1.74, -0.06, -5.64], [2.68, 1.41, -3.87], [4.57, 0.93, -2.31], [4.03, 0.07, -0.02], [-1.24, -0.95, 1.45], [0.48, -1.26, 1.07], [-1.81, 1.58, 1.97], [-1.13, 3.47, 3.41], [1.18, 3.60, 4.28], [2.11, -0.07, 2.29], [0.39, -1.45, -2.91], [0.71, -1.41, -4.66], [-1.50, -2.25, -5.18], [-0.97, -3.23, -3.82], [-0.77, -3.26, -1.78], [-1.25, -3.91, 0.51]], "nbo_charge": [-0.250, -0.500, 0.260, -0.287, -0.242, 0.152, -0.435, -0.215, -0.244, -0.432, 0.670, -0.604, -0.186, -0.126, -0.277, 0.055, -0.475, 0.088, 0.273, -0.535, -0.040, -0.200, -0.195, -0.245, -0.092, 0.037, -0.163, -0.228, -0.222, -0.196, -0.258, 0.172, 0.200, 0.174, 0.219, 0.214, 0.190, 0.214, 0.260, 0.190, 0.223, 0.224, 0.197, 0.248, 0.248, 0.214, 0.217, 0.227, 0.225, 0.217, 0.193, 0.198, 0.222, 0.201, 0.224]}